Formula: C7H9NS
Source: the Open Molecules 2025 dataset
Level of theory: ωB97M-V/def2-TZVPD

Calculated values
Energy: -724.96760 Eh
LUMO energy: 0.6 eV
Kohn-Sham gap: 0.3589 hartree
Net charge: 0
HOMO level: -9.15 eV
SMILES: [H]/N=C1/C=C2[C@H](C1)C[C@@H]2S
Energy above the lowest of the compared OMol25 structures with the same formula, charge and spin: 47.6 kcal/mol

Each line ends with the natural charge from an NBO analysis.
Element x y z (Å)
H  0.635  -2.538  2.434  0.334
N  -0.199  -2.052  2.234  -0.628
C  -0.158  -1.414  1.166  0.301
C  -1.263  -0.540  0.693  -0.306
C  -0.855  0.077  -0.411  0.112
C  0.467  -0.331  -0.935  -0.259
C  0.949  -1.311  0.140  -0.486
C  0.870  1.175  -0.912  -0.394
C  -0.648  1.523  -1.009  -0.332
S  -1.388  2.882  -0.047  -0.027
H  -2.177  -0.481  1.186  0.233
H  0.656  -0.631  -1.987  0.229
H  1.786  -0.891  0.548  0.224
H  1.259  -2.142  -0.311  0.225
H  1.349  1.564  -0.029  0.221
H  1.445  1.460  -1.786  0.209
H  -1.075  1.588  -1.912  0.220
H  -1.652  2.063  0.937  0.124